DFT (wB97M-V/def2-TZVPD) results for 2 unconnected molecules or ions with the total composition C4H12S at a distorted geometry.

As for the LUMO energy: 1.007 eV. Its structure (SMILES) is CSC.CC. The largest force on an atom is 0.0220 Eh/bohr. Its calculated total energy is -15177.3258 eV. For the energy relative to the best compared isomer or geometry (same formula, charge and spin), the calculation gives 0.380 eV. Its charge is 0.

Structure (XYZ):
```
17
C4H12S wB97M-V/def2-TZVPD
H 1.669 -3.804 -0.188
H -0.401 3.034 0.005
C 0.670 -0.603 -1.604
H 2.002 -2.131 0.299
H -2.177 1.007 1.482
H 0.737 -0.494 -2.682
H -1.408 3.388 1.344
H -0.682 0.474 0.734
H 1.673 -0.465 -1.204
H 0.746 -3.004 1.058
H 0.102 2.527 1.590
S 0.066 -2.257 -1.137
C -1.432 1.263 0.729
C -0.763 2.616 0.949
H -0.100 0.051 -1.219
C 1.225 -2.864 0.087
H -1.928 1.264 -0.242
```

Atom charges from the Löwdin analysis, given in e for atoms 1 to 4: H 0.02; H 0.06; C -0.40; H 0.03

=====

DFT (wB97M-V/def2-TZVPD) results for 3 unconnected molecules or ions with the total composition C31H54BN3O4 at a distorted geometry.

As for the expectation value of S²: 2.009. As for the LUMO energy (alpha / beta): 0.605 / -0.054 eV. As for the spin multiplicity: 3. The largest force on an atom is 0.0680 Eh/bohr. Its calculated total energy is -46354.5608 eV. Its charge is 0.

Structure (XYZ):
```
93
C31H54BN3O4 wB97M-V/def2-TZVPD
H -6.827 -3.878 2.757
O 5.383 2.335 -0.869
H 0.209 -5.099 -0.635
H -7.715 2.020 3.368
H 8.201 5.563 -1.630
H 7.107 1.743 0.902
H -1.898 -4.427 -1.194
H 8.243 0.474 -2.477
C 6.512 4.556 -2.503
O 3.746 -2.887 1.106
H 8.651 4.349 -2.803
O -5.528 -1.208 2.519
N -6.840 -1.157 2.332
H -9.029 -2.555 2.021
C 1.865 -1.528 -2.870
H 7.290 0.287 -0.089
H -7.357 -3.846 4.440
H 2.728 -1.435 2.102
C 6.021 3.154 -2.899
H -2.139 -3.352 1.127
H -9.080 0.297 4.414
H -5.268 1.164 1.652
C 2.720 -2.308 1.370
C -1.504 -2.327 -0.807
H -5.790 -3.197 4.020
H -6.165 0.513 0.271
H 7.752 3.014 -4.282
C -6.265 1.033 1.226
C -1.316 -1.029 -1.437
C -1.556 0.238 -0.761
C -1.178 -3.643 -1.566
H 2.008 -0.187 -0.371
H -8.787 1.405 1.149
H -8.611 -0.245 0.571
H 0.692 -1.759 0.822
C 6.702 2.729 -4.221
H 3.133 0.813 -1.158
C -2.209 -1.112 1.259
B 1.352 -3.128 -0.776
H 9.185 3.517 -0.578
C 1.725 -0.037 -2.405
H 0.906 -1.888 -3.338
O 1.224 0.750 -3.182
H -1.401 -3.557 -2.665
C 7.949 4.562 -1.991
C 2.448 -2.514 -1.775
C 8.635 1.435 -2.137
C 1.324 -2.703 0.796
H 2.611 -1.513 -3.717
H -6.236 1.226 3.859
C -7.219 0.278 2.174
H 4.146 2.257 -3.578
N 2.165 0.477 -1.132
H -9.429 0.104 2.099
H 5.862 4.972 -1.725
H -0.952 -1.018 -2.489
H 6.625 1.651 -4.378
H -8.084 -1.655 5.515
H -2.158 1.143 1.178
C -6.821 -3.282 3.673
H -6.465 -1.087 5.170
H 0.766 -3.459 1.403
H -1.373 1.175 -1.334
C 8.128 3.555 -0.859
C -7.489 -1.912 3.445
C -8.588 0.378 1.468
H 6.226 3.209 -5.079
H 3.906 3.600 -2.449
C -7.483 -1.129 4.767
H 9.573 1.232 -1.615
H 6.432 5.233 -3.359
C 0.292 -4.207 -1.324
C -8.947 -2.276 3.074
C -1.993 0.185 0.628
H -9.660 -1.478 3.277
H 8.703 1.197 0.444
H -2.549 -1.134 2.324
C 4.526 3.234 -3.268
C 7.628 2.141 -1.202
H 0.636 -4.651 -2.307
H -7.877 0.831 5.563
N 6.274 2.139 -1.831
H 2.895 -3.386 -2.338
C -7.258 1.037 3.512
C 7.676 1.294 0.087
H -6.645 2.036 1.019
H 7.594 3.932 0.020
H 3.303 -1.997 -1.275
H 4.375 3.926 -4.100
C -1.972 -2.390 0.590
C -8.005 0.297 4.617
H 8.910 2.022 -3.009
H -9.299 -3.129 3.657
```

Atom charges from the Löwdin analysis, given in e for atoms 1 to 4: H 0.09; O -0.03; H 0.11; H 0.12